No. 1
Density functional theory data (ωB97M-V with the def2-TZVPD basis set) for C32H63BrLuNO6SSi2 as an isolated structure in a non-equilibrium geometry.

Computed properties:
HOMO (eV): -12.534
Energy (Eh): -6549.7343
2S+1: 1
Charge: +2

Cartesian coordinates (Å):
Lu 1.69195 -0.36547 -0.15799
C 2.24824 2.51328 -2.12717
C 1.88335 3.08380 -0.75893
O 2.28637 2.14851 0.24536
C 2.28095 2.64318 1.59208
C 1.26624 1.87581 2.46590
O 1.28650 0.46370 2.24511
C 2.04917 -0.30904 3.17257
C 3.56065 -0.19664 2.91639
O 3.72013 0.04203 1.52236
C 5.05374 -0.14653 1.06102
C 5.14652 0.54131 -0.30222
O 4.12363 0.04988 -1.16890
C 4.56111 -0.68848 -2.31247
C 3.56184 -1.82961 -2.55782
O 2.20113 -1.41285 -2.43396
C 1.60298 -0.80514 -3.57557
C 1.83122 0.71305 -3.59749
O 1.71049 1.20093 -2.26049
H 3.34056 2.47639 -2.23982
H 1.83169 3.16839 -2.90121
H 0.80069 3.24837 -0.70712
H 2.40078 4.04355 -0.64002
H 2.03409 3.70871 1.61784
H 3.29330 2.50921 1.98544
H 0.25197 2.19513 2.20942
H 1.45001 2.10388 3.51907
H 1.73410 -1.34332 2.99091
H 1.79956 -0.02888 4.20155
H 4.04720 -1.13520 3.20526
H 4.01037 0.63023 3.48331
H 5.26850 -1.22051 0.98219
H 5.76710 0.31935 1.74914
H 6.14132 0.38885 -0.72817
H 4.96794 1.61614 -0.17021
H 5.54863 -1.12504 -2.14696
H 4.63017 -0.00636 -3.17264
H 3.69118 -2.58350 -1.77118
H 3.74051 -2.28754 -3.53419
H 0.53108 -1.02082 -3.48819
H 1.97961 -1.24993 -4.50303
H 1.08688 1.19416 -4.24560
H 2.82925 0.94298 -3.98490
C 1.98091 -7.25105 -0.35873
Si 1.57493 -6.08724 1.09367
C 0.37646 -6.92539 2.31246
C 3.13576 -5.57843 2.04743
C 0.60080 -4.60875 0.34086
C -0.67371 -4.87440 -0.12981
C -1.45602 -3.88260 -0.71475
C -0.93810 -2.61128 -0.78177
N 0.28169 -2.29398 -0.32459
C 1.04518 -3.28312 0.20816
S 2.61369 -2.72788 0.67558
H 2.47647 -8.14330 0.01223
H 2.64441 -6.79384 -1.08785
H 1.08533 -7.57787 -0.88115
H 0.86559 -7.76451 2.79614
H -0.50946 -7.31763 1.82461
H 0.04999 -6.24804 3.09523
H 3.55749 -6.44894 2.54039
H 2.91242 -4.83805 2.80992
H 3.89864 -5.16341 1.39796
H -1.06589 -5.87449 -0.04020
H -2.43978 -4.10449 -1.09521
H -1.50291 -1.79551 -1.21858
C -3.24704 1.91468 2.85284
C -3.87371 1.29644 1.59610
C -3.52781 -0.19793 1.61861
C -5.39792 1.46244 1.69270
Si -3.25931 2.19171 -0.03572
Br -0.71263 0.87818 -0.30264
C -4.05347 1.65124 -1.74776
C -4.44871 0.16912 -1.71100
C -3.10977 1.83145 -2.94392
C -5.31823 2.48694 -1.99999
C -2.67442 4.06328 0.13235
C -1.51749 4.24698 1.12168
C -3.85885 4.91282 0.61481
C -2.20019 4.61068 -1.22161
H -3.58826 1.36433 3.72720
H -3.54346 2.95039 2.98550
H -2.16319 1.84764 2.81825
H -3.96450 -0.64982 2.50613
H -2.45224 -0.34242 1.66480
H -3.91047 -0.72742 0.75478
H -5.74391 1.03393 2.63011
H -5.91198 0.95158 0.88497
H -5.68763 2.50957 1.67534
H -3.57388 -0.45439 -1.55290
H -4.89352 -0.10932 -2.66347
H -5.18320 -0.03806 -0.94033
H -3.58361 1.41357 -3.82901
H -2.90255 2.87394 -3.14885
H -2.17293 1.30973 -2.77943
H -6.04171 2.37960 -1.19693
H -5.78629 2.14794 -2.92172
H -5.08728 3.54212 -2.11391
H -1.82215 4.06097 2.14417
H -1.15746 5.27205 1.06765
H -0.69838 3.58347 0.86913
H -4.19821 4.60662 1.60013
H -4.70028 4.85130 -0.06754
H -3.54944 5.95452 0.67545
H -1.39899 3.99751 -1.62756
H -1.82669 5.62538 -1.09175
H -3.01481 4.65552 -1.93732

Results of the Löwdin charge analysis, in e, for atoms 1 through 2:
1. Lu 1.53
2. C -0.15

No. 2
Density functional theory data (ωB97M-V with the def2-TZVPD basis set) for C32H63FInN6O6 as an isolated structure in a non-equilibrium geometry.

Computed properties:
HOMO (eV): -4.512
Energy (Eh): -2326.9862
2S+1: 1
Charge: -1

Cartesian coordinates (Å):
C -1.75619 -1.57673 5.39786
C -2.05775 -2.93315 4.61270
C -3.55444 -2.99551 4.12089
C -0.97544 -3.25554 3.51515
C -1.20146 -2.55608 2.11668
C -1.33832 -3.73840 1.04182
C 0.06833 -1.71462 1.63373
O -0.04157 -0.43320 2.24588
In 1.72712 0.68071 2.16232
C 1.19812 2.73587 2.99924
C 2.36248 3.78316 2.84166
N 2.15802 4.85351 3.88973
C 3.24587 -0.26153 3.56262
C 2.58929 -1.45958 4.35667
F 2.88580 -2.72853 3.75946
C 2.67525 0.81579 0.12380
C 2.12119 -0.20612 -0.95126
C 0.99767 0.44885 -1.83919
O 1.32622 1.45051 -2.45398
N -0.34029 -0.11677 -1.97021
C -1.37489 0.82055 -1.55576
C -2.25805 0.46923 -0.43157
C -3.28502 1.42451 0.01927
C -3.49089 2.71771 -0.61981
C -2.62520 3.07774 -1.74513
C -1.61970 2.12499 -2.18228
H -2.46009 -1.58380 6.28297
H -0.73047 -1.69376 5.83982
H -1.86938 -0.66994 4.75735
H -1.95576 -3.73933 5.40229
H -3.97860 -4.03725 4.15610
H -4.14821 -2.32223 4.80777
H -3.72791 -2.60612 3.08685
H -0.88859 -4.36816 3.35280
H 0.02282 -2.92281 3.92263
H -2.06041 -1.84293 2.07444
H -0.43475 -4.40013 1.17639
H -1.20963 -3.28567 0.01423
H -2.30177 -4.29977 1.13125
H 1.03336 -2.25636 1.83807
H -0.10306 -1.55608 0.52102
H 0.24247 3.06053 2.49342
H 0.96086 2.59627 4.09243
H 3.35993 3.29632 2.97225
H 2.22405 4.28840 1.84961
H 1.44579 5.51705 3.57246
H 3.03958 5.34502 4.05726
H 3.60396 0.49744 4.30996
H 4.12706 -0.64045 2.98239
H 2.98311 -1.51299 5.41574
H 1.47662 -1.31602 4.46905
H 3.77193 0.56935 0.25759
H 2.65305 1.85934 -0.29026
H 2.96922 -0.40176 -1.67773
H 1.83054 -1.20532 -0.54696
H -0.51726 -0.30308 -2.97155
H -2.17334 -0.49844 0.11633
H -3.93461 1.16107 0.89151
H -4.24274 3.46637 -0.27862
H -2.70769 4.05533 -2.27192
H -0.96795 2.38841 -3.05420
C 2.31861 0.93971 7.60441
O 1.39316 0.48196 6.96546
N 2.75409 2.22222 7.54399
C 3.86623 2.69052 8.34120
C 2.08375 3.15686 6.65077
H 2.89799 0.32043 8.31199
H 3.52707 3.50316 8.98938
H 4.65365 3.05842 7.67832
H 4.26703 1.88598 8.95837
H 1.02997 3.22608 6.92907
H 2.15057 2.78642 5.63000
H 2.54352 4.14124 6.71213
C 2.13141 5.86190 -3.47315
O 2.04214 7.05709 -3.69658
N 2.98669 5.01594 -4.09241
C 3.03667 3.59955 -3.77340
C 3.88010 5.54172 -5.10551
H 1.49832 5.36225 -2.72207
H 4.03990 3.34823 -3.42081
H 2.81057 3.02292 -4.67338
H 2.31492 3.34807 -3.00020
H 4.51274 6.31478 -4.66353
H 3.29136 5.99138 -5.90842
H 4.50365 4.74590 -5.51048
C -1.25646 -1.87213 -5.59580
O -0.92360 -1.46930 -4.49623
N -1.67294 -1.09453 -6.61703
C -2.05458 -1.65470 -7.89921
C -1.74023 0.34313 -6.42318
H -1.24277 -2.94443 -5.84859
H -1.40995 -1.23785 -8.67807
H -3.09396 -1.39415 -8.10692
H -1.95419 -2.73699 -7.89408
H -0.74805 0.71940 -6.16458
H -2.42185 0.56499 -5.59916
H -2.09188 0.83164 -7.33060
C -4.22926 -4.64483 -6.65171
O -3.70905 -4.13034 -7.62614
N -3.63674 -5.54570 -5.83435
C -4.32329 -6.11319 -4.69021
C -2.27220 -5.95700 -6.11057
H -5.26222 -4.40443 -6.35169
H -3.76824 -5.86974 -3.78175
H -4.37570 -7.19841 -4.80533
H -5.33381 -5.71430 -4.60783
H -1.61992 -5.08270 -6.08875
H -2.22446 -6.40212 -7.10663
H -1.93704 -6.68094 -5.36979

Results of the Löwdin charge analysis, in e, for atoms 1 through 2:
1. C -0.08
2. C -0.40